## i
The following is a quantum chemistry calculation of a 19-piece molecular cluster, H38O19 overall, from OMol25.

Its HOMO energy is -9.71 eV.

Bonds (Å) are listed after each position.
CARTESIAN COORDINATES (ANGSTROEM)
1 O -3.3137 0.2669 1.3693  H2 0.986, H3 0.985
2 H -3.2399 -0.7061 1.5111  O1 0.986
3 H -2.3869 0.5748 1.2378  O1 0.985
4 O -2.2219 0.0394 -1.0026  H5 0.963, H6 1.045
5 H -2.8375 0.0947 -1.7415  O4 0.963
6 H -2.7879 0.2224 -0.1438  O4 1.045
7 O -2.4997 -2.4143 1.3592  H8 0.986, H9 0.961
8 H -2.7022 -2.7731 0.4636  O7 0.986
9 H -1.6915 -1.8950 1.3519  O7 0.961
10 O -1.2976 -1.0557 -3.6826  H11 0.968, H12 0.962
11 H -0.6936 -1.4265 -3.0238  O10 0.968
12 H -0.9798 -0.1759 -3.9083  O10 0.962
13 O -0.6489 3.8874 2.1788  H14 0.956, H15 0.957
14 H -0.2117 3.6846 3.0044  O13 0.956
15 H -0.8027 4.8133 1.9918  O13 0.957
16 O 3.6480 0.9978 0.3341  H17 0.973, H18 0.998
17 H 4.4101 1.4827 -0.0272  O16 0.973
18 H 3.1289 1.0019 -0.5182  O16 0.998
19 O 1.9879 -0.1024 -1.9964  H20 1.002, H21 0.979
20 H 1.0617 0.2510 -2.1418  O19 1.002
21 H 1.5735 -0.8865 -1.5822  O19 0.979
22 O -2.2398 3.6165 -1.2671  H23 0.968, H24 0.966
23 H -2.2014 2.7371 -0.8650  O22 0.968
24 H -1.7615 3.4432 -2.0882  O22 0.966
25 O -0.7852 1.1400 0.8166  H26 0.967, H27 0.980
26 H -0.7077 1.6993 1.6012  O25 0.967
27 H -0.2715 0.3763 1.1523  O25 0.980
28 O 2.5526 3.4929 0.9466  H29 0.971, H30 1.004
29 H 1.7228 3.5873 0.4520  O28 0.971
30 H 2.1481 2.8279 1.5813  O28 1.004
31 O -2.7520 -3.3698 -1.1110  H32 0.970, H33 0.982
32 H -2.4350 -4.2472 -1.3757  O31 0.970
33 H -3.3533 -3.1575 -1.8583  O31 0.982
34 O 0.2994 -0.3375 4.2105  H35 0.958, H36 0.958
35 H 1.1261 -0.8195 4.2622  O34 0.958
36 H 0.0750 0.2022 4.9700  O34 0.958
37 O -0.3414 1.2967 -2.5060  H38 0.980, H39 0.988
38 H -0.8671 1.1927 -1.6850  O37 0.980
39 H 0.5769 1.6617 -2.4984  O37 0.988
40 O 1.6839 1.4182 2.2949  H41 0.967, H42 0.961
41 H 2.4459 0.8664 2.0735  O40 0.967
42 H 1.8038 1.8157 3.1615  O40 0.961
43 O 1.0818 -1.8647 1.1662  H44 0.983, H45 0.965
44 H 0.9548 -1.9910 0.1996  O43 0.983
45 H 1.8913 -2.3451 1.3789  O43 0.965
46 O 2.0506 -3.1315 -2.1087  H47 0.986, H48 0.974
47 H 2.8927 -3.2355 -2.6107  O46 0.986
48 H 2.4015 -3.6431 -1.3581  O46 0.974
49 O 0.0485 -1.8846 -1.2310  H50 0.979, H51 0.982
50 H -0.4952 -2.6819 -1.0648  O49 0.979
51 H -0.6153 -1.2456 -0.8924  O49 0.982
52 O -0.3129 -3.0814 2.9808  H53 0.969, H54 0.967
53 H -1.2185 -3.4019 2.8550  O52 0.969
54 H 0.1603 -3.8319 2.5962  O52 0.967
55 O 2.0177 2.5548 -2.9068  H56 0.963, H57 0.976
56 H 2.4668 2.7017 -3.7456  O55 0.963
57 H 2.4630 1.7580 -2.5600  O55 0.976

Löwdin atomic charge list, values in e, 4 entries: -0.069 0.032 -0.001 -0.123

## ii
The following is a quantum chemistry calculation of a 19-piece molecular cluster, H38O19 overall, from OMol25.

Its HOMO energy is -11.10 eV.

Bonds (Å) are listed after each position.
CARTESIAN COORDINATES (ANGSTROEM)
1 O 0.9205 1.0823 4.4565  H2 0.960, H3 0.957
2 H 0.2360 1.1776 3.7906  O1 0.960
3 H 1.7556 1.0100 3.9947  O1 0.957
4 O -3.8066 0.2848 0.5258  H5 0.964, H6 0.957
5 H -4.2117 -0.5390 0.2313  O4 0.964
6 H -3.8584 0.3673 1.4774  O4 0.957
7 O 2.6382 -0.3759 -2.1110  H8 0.961, H9 0.946
8 H 2.9346 -0.0082 -2.9476  O7 0.961
9 H 2.9673 0.2006 -1.4373  O7 0.946
10 O -1.6104 -1.0637 -3.8322  H11 0.962, H12 0.970
11 H -1.3244 -1.9576 -4.0430  O10 0.962
12 H -0.7877 -0.5557 -3.7534  O10 0.970
13 O -1.9311 -0.9487 2.9412  H14 0.970, H15 0.973
14 H -2.7107 -1.1898 3.4657  O13 0.970
15 H -2.1463 -1.5281 2.1902  O13 0.973
16 O -4.1525 -0.5752 -2.5154  H17 0.976, H18 0.960
17 H -3.3986 -0.8949 -3.0467  O16 0.976
18 H -4.2063 0.3784 -2.6099  O16 0.960
19 O 4.0960 0.2610 0.4669  H20 0.963, H21 0.960
20 H 3.9304 -0.3792 1.1672  O19 0.963
21 H 3.2395 0.5425 0.1356  O19 0.960
22 O -3.4089 0.9189 3.6276  H23 0.985, H24 0.961
23 H -2.6387 0.7371 3.0413  O22 0.985
24 H -3.3581 1.8746 3.5395  O22 0.961
25 O 1.3085 -0.8591 1.4789  H26 0.965, H27 0.965
26 H 0.6218 -1.0128 2.1386  O25 0.965
27 H 0.7795 -0.5616 0.7281  O25 0.965
28 O 0.7221 -2.2373 -2.4302  H29 0.979, H30 0.951
29 H 1.4093 -1.5835 -2.1890  O28 0.979
30 H 0.8453 -3.1795 -2.4007  O28 0.951
31 O 0.5371 -3.6275 1.9347  H32 0.943, H33 0.956
32 H 0.5272 -3.2117 2.7810  O31 0.943
33 H -0.0734 -3.5177 1.2069  O31 0.956
34 O -1.9628 -2.6250 -0.0632  H35 0.977, H36 0.971
35 H -1.6928 -2.5397 -0.9981  O34 0.977
36 H -1.5883 -1.7599 0.1680  O34 0.971
37 O 1.8889 2.1008 2.1876  H38 0.965, H39 0.966
38 H 2.3687 1.2681 2.1001  O37 0.965
39 H 2.4555 2.7167 1.7048  O37 0.966
40 O 0.9463 0.5951 -4.2566  H41 0.958, H42 0.968
41 H 0.6730 1.2077 -4.9413  O40 0.958
42 H 0.5639 0.8385 -3.4010  O40 0.968
43 O -1.9894 1.2823 -1.3935  H44 0.946, H45 0.963
44 H -2.4067 1.6773 -2.1451  O43 0.946
45 H -2.5442 0.8810 -0.7158  O43 0.963
46 O -0.4714 4.4943 -0.6703  H47 0.945, H48 0.959
47 H 0.0820 3.7295 -0.6304  O46 0.945
48 H -0.9282 4.6091 0.1649  O46 0.959
49 O 0.5145 1.3655 -1.4303  H50 0.972, H51 1.006
50 H 0.3843 2.1894 -0.9308  O49 0.972
51 H -0.3920 1.0626 -1.1165  O49 1.006
52 O 2.7004 2.6133 -1.7207  H53 0.960, H54 0.981
53 H 3.0371 3.2464 -2.3595  O52 0.960
54 H 2.1833 1.8945 -2.1433  O52 0.981
55 O 3.3037 -2.8622 2.9489  H56 0.968, H57 0.969
56 H 2.5806 -3.2971 2.4739  O55 0.968
57 H 2.8026 -2.4922 3.6906  O55 0.969

Löwdin atomic charge list, values in e, 4 entries: -0.059 0.012 0.004 -0.037

i is the most stable structure; the next one sits 6.1 kcal/mol above it.

## i
The following is a quantum chemistry calculation of a 4-piece molecular cluster, C4H12N4O8 overall, from OMol25.

As for the SMILES: C[N+](=O)[O-].C[N+](=O)[O-].C[N+](=O)[O-].C[N+](=O)[O-]. Its HOMO energy is -10.69 eV.

Bonds (Å) are listed after each position.
CARTESIAN COORDINATES (ANGSTROEM)
1 C 3.2675 -0.8465 -1.3645  N2 1.513, H5 1.080, H6 1.090, H7 1.088
2 N 3.6194 -2.2818 -1.6887  C1 1.513, O3 1.205, O4 1.209
3 O 4.7677 -2.5552 -1.9294  N2 1.205
4 O 2.6944 -3.0595 -1.6900  N2 1.209
5 H 2.9138 -0.4307 -2.2965  C1 1.080
6 H 4.1161 -0.3029 -0.9495  C1 1.090
7 H 2.6260 -0.9225 -0.4888  C1 1.088
8 C 0.7926 -3.0816 1.5815  N9 1.475, H12 1.086, H13 1.085, H14 1.085
9 N 1.0319 -4.3168 2.3515  C8 1.475, O10 1.210, O11 1.212
10 O 1.6591 -4.2558 3.3844  N9 1.210
11 O 0.5747 -5.3470 1.9059  N9 1.212
12 H 0.5669 -2.3027 2.3045  C8 1.086
13 H -0.0849 -3.1930 0.9540  C8 1.085
14 H 1.6435 -2.8419 0.9525  C8 1.085
15 C -3.7461 3.8559 -2.6037  N16 1.490, H19 1.081, H20 1.085, H21 1.096
16 N -3.4958 3.9491 -1.1380  C15 1.490, O17 1.217, O18 1.206
17 O -2.3642 4.2449 -0.8009  N16 1.217
18 O -4.4221 3.7500 -0.3912  N16 1.206
19 H -2.8074 3.9395 -3.1332  C15 1.081
20 H -4.5954 4.4776 -2.8681  C15 1.085
21 H -4.1275 2.8482 -2.8040  C15 1.096
22 C -0.7219 1.8897 1.7121  N23 1.489, H26 1.090, H27 1.084, H28 1.082
23 N -0.5655 0.4507 1.3611  C22 1.489, O24 1.207, O25 1.207
24 O 0.1620 0.1655 0.4413  N23 1.207
25 O -1.1959 -0.3868 1.9603  N23 1.207
26 H -1.3332 2.2953 0.9065  C22 1.090
27 H 0.3032 2.2418 1.6996  C22 1.084
28 H -1.2789 2.0166 2.6310  C22 1.082

Löwdin atomic charge list, values in e, 4 entries: 0.055 -0.459 0.075 0.058

## ii
The following is a quantum chemistry calculation of a 4-piece molecular cluster, C4H12N4O8 overall, from OMol25.

As for the SMILES: C[N+](=O)[O-].C[N+](=O)[O-].C[N+](=O)[O-].C[N+](=O)[O-]. Its HOMO energy is -10.76 eV.

Bonds (Å) are listed after each position.
CARTESIAN COORDINATES (ANGSTROEM)
1 C -3.8237 -3.6686 2.1569  N2 1.531, H5 1.090, H6 1.090, H7 1.090
2 N -4.4977 -2.4396 1.5400  C1 1.531, O3 1.213, O4 1.259
3 O -4.1074 -1.3220 1.8052  N2 1.213
4 O -5.3400 -2.6687 0.6325  N2 1.259
5 H -4.4706 -4.4948 1.8622  C1 1.090
6 H -3.7288 -3.6117 3.2412  C1 1.090
7 H -2.8019 -3.7231 1.7813  C1 1.090
8 C 1.4114 -1.9333 -2.1693  N9 1.468, H12 1.090, H13 1.090, H14 1.090
9 N 0.1104 -1.9094 -1.4891  C8 1.468, O10 1.245, O11 1.241
10 O -0.4881 -2.9918 -1.3432  N9 1.245
11 O -0.4370 -0.8428 -1.1686  N9 1.241
12 H 2.1785 -2.2698 -1.4718  C8 1.090
13 H 1.7161 -0.9302 -2.4676  C8 1.090
14 H 1.3976 -2.6745 -2.9684  C8 1.090
15 C 0.6848 5.0521 -3.4057  N16 1.473, H19 1.090, H20 1.090, H21 1.090
16 N 0.2486 4.6642 -2.0528  C15 1.473, O17 1.196, O18 1.203
17 O 0.8472 5.1144 -1.1202  N16 1.196
18 O -0.7230 3.9556 -2.0156  N16 1.203
19 H 0.9234 6.1081 -3.5323  C15 1.090
20 H -0.0932 4.8784 -4.1492  C15 1.090
21 H 1.6239 4.5609 -3.6603  C15 1.090
22 C 3.0246 -0.4622 2.7747  N23 1.451, H26 1.090, H27 1.090, H28 1.090
23 N 2.5198 0.8846 2.9647  C22 1.451, O24 1.227, O25 1.244
24 O 1.5233 1.2256 2.3344  N23 1.227
25 O 3.1352 1.7205 3.6497  N23 1.244
26 H 2.0733 -0.9883 2.8537  C22 1.090
27 H 3.6376 -0.7062 3.6423  C22 1.090
28 H 3.4555 -0.5273 1.7756  C22 1.090

Löwdin atomic charge list, values in e, 4 entries: 0.050 -0.409 0.067 0.019

i is the most stable structure; the next one sits 17.6 kcal/mol above it.